[1]
Formula: C28H32N2O6S
Source: OMol25
Level of theory: ωB97M-V/def2-TZVPD

```
69
Properties=species:S:1:pos:R:3:forces:R:3
C -1.125 4.981 -2.719 -0.2 -0.1 0.2
C -2.081 3.863 -3.362 1.1 0.9 0.5
C -1.235 2.623 -3.873 0.2 0.0 0.8
C -1.596 1.268 -3.188 -0.4 -1.3 -0.3
C -1.955 0.107 -4.038 0.5 -0.3 1.8
S -2.052 0.185 -5.862 0.1 0.0 0.5
C -2.266 -1.225 -3.466 0.6 2.4 1.6
C -2.187 -1.336 -2.025 0.1 1.1 -0.2
C -1.855 -0.176 -1.170 0.0 0.1 -0.8
C -1.544 1.133 -1.710 -0.9 -2.0 -3.1
N -1.164 2.305 -0.964 -0.7 -1.4 1.6
C -2.174 2.839 -0.102 -0.7 1.2 1.6
C -1.722 3.574 1.216 1.1 -0.8 -0.4
O -3.360 2.805 -0.333 0.9 -0.5 -0.8
C 0.189 2.272 -0.410 2.0 1.1 0.5
C 0.731 1.270 0.658 -0.6 -0.9 -0.7
O 0.956 3.129 -0.790 -0.7 -0.6 0.1
C -1.850 -0.438 0.346 0.5 -1.5 0.6
O -2.343 0.251 1.212 0.4 0.4 -0.9
C -1.178 -1.784 0.790 0.1 -1.5 -0.8
C -0.318 -1.890 1.960 -1.0 -1.3 -1.6
C 0.267 -3.187 2.285 -1.1 0.7 -1.0
C 1.225 -3.256 3.538 -0.6 -0.5 -1.4
O 2.287 -2.308 3.353 -0.7 0.0 1.1
C 2.176 -1.196 4.235 0.7 1.4 0.3
C 3.485 -0.310 4.167 -1.5 0.0 0.0
O 3.590 0.221 2.834 0.2 0.4 0.5
C 4.139 1.545 2.852 1.0 0.5 -1.0
C 4.537 2.035 1.393 -0.3 -0.2 0.3
C -0.056 -4.326 1.438 -0.5 0.9 -0.4
C -0.934 -4.255 0.264 -0.1 1.4 1.0
C -1.229 -5.497 -0.645 -0.2 0.8 -0.5
C -0.476 -5.296 -2.019 0.5 0.0 0.0
N 0.769 -5.018 -2.126 -1.1 -0.4 0.7
C -1.515 -2.944 -0.065 1.3 -0.1 1.4
C -2.443 -2.709 -1.308 1.1 1.1 0.4
O -3.255 -3.505 -1.707 0.5 0.3 0.1
H -1.264 5.010 -1.601 0.1 0.1 -1.2
H -0.040 4.773 -2.888 -0.9 0.1 0.1
H -1.337 5.999 -3.142 0.1 -0.9 0.5
H -2.830 3.595 -2.568 0.5 0.1 -1.2
H -2.568 4.362 -4.236 0.1 -0.7 0.8
H -0.140 2.793 -3.647 -1.1 -0.1 -0.2
H -1.312 2.601 -4.986 -0.1 -0.4 1.0
H -1.029 1.002 -6.278 -0.5 -0.5 0.8
H -2.540 -2.097 -4.095 0.3 0.8 0.5
H -2.586 4.032 1.747 0.6 -0.3 -0.8
H -1.283 2.803 1.913 -0.4 0.7 -0.7
H -0.894 4.292 0.978 -0.9 -0.4 0.4
H -0.009 1.110 1.478 0.7 0.1 -0.6
H 0.890 0.280 0.133 -0.2 0.9 0.6
H 1.736 1.578 1.044 -1.1 0.0 -0.5
H -0.156 -0.957 2.553 0.0 -1.2 -0.5
H 1.663 -4.295 3.575 -0.4 1.1 0.2
H 0.628 -3.033 4.459 0.6 -0.3 -0.7
H 1.981 -1.485 5.309 0.4 -0.1 -1.0
H 1.338 -0.485 3.960 0.7 -0.8 0.0
H 3.274 0.566 4.852 0.5 -1.0 -0.3
H 4.403 -0.878 4.474 -0.7 0.5 -0.3
H 5.079 1.522 3.475 -1.0 0.2 -0.3
H 3.395 2.299 3.234 0.7 -0.8 0.1
H 5.426 2.716 1.437 -0.8 -0.6 0.1
H 3.700 2.633 0.943 0.8 -0.7 0.3
H 4.791 1.173 0.721 -0.3 0.7 0.7
H 0.387 -5.322 1.698 -0.4 1.0 -0.3
H -0.945 -6.459 -0.147 0.0 0.9 -0.4
H -2.324 -5.532 -0.892 1.0 0.0 0.5
H -1.036 -5.356 -2.991 0.2 -0.1 1.1
H 1.164 -4.988 -1.170 0.1 0.1 -0.4
```
Positions in Å, forces in eV/Å.

## Properties
Lowest unoccupied orbital energy (eV): -0.93
E (hartree): -2045.13671
ΔE to the lowest compared entry with this formula, charge and spin (kcal per mole): 0.00


[2]
Formula: CH5O2P
Source: OMol25
Level of theory: ωB97M-V/def2-TZVPD

```
9
Properties=species:S:1:pos:R:3:forces:R:3
C 1.186 0.236 0.396 1.0 0.6 0.3
O -1.558 -0.151 0.283 -1.9 0.6 -0.3
O -2.886 0.146 -0.002 1.9 0.0 -0.3
P 0.731 -1.491 -0.091 0.9 0.5 -1.2
H 0.245 0.796 0.547 0.5 0.0 -0.3
H 1.891 0.713 -0.319 -1.0 -0.2 0.1
H 1.746 0.366 1.346 -0.5 -0.7 -0.2
H -2.808 0.806 -0.736 -0.1 -0.6 0.6
H 1.454 -1.421 -1.425 -0.9 -0.2 1.3
```
Positions in Å, forces in eV/Å.

## Properties
Lowest unoccupied orbital energy (spin up / spin down) (eV): -0.80 / -1.25
E (hartree): -532.71176
ΔE to the lowest compared entry with this formula, charge and spin (kcal per mole): 136.25


[3]
Formula: H20O10
Source: OMol25
Level of theory: ωB97M-V/def2-TZVPD

```
30
Properties=species:S:1:pos:R:3:forces:R:3
H -1.117 -0.007 -1.797 0.0 0.0 0.1
H -0.271 -0.572 -0.668 0.0 0.1 0.1
H 0.398 3.093 -2.938 0.2 0.0 0.0
H 0.372 4.581 -2.632 0.1 0.0 0.1
H 3.017 -2.642 -2.165 0.2 0.0 0.0
H 3.908 -3.840 -1.884 0.0 0.0 -0.1
H -0.769 -1.731 3.526 0.1 0.0 -0.1
H -0.257 -0.803 2.436 -0.3 0.3 0.0
H -2.358 3.450 0.421 0.1 0.1 -0.4
H -2.941 3.703 1.802 0.1 -0.1 0.1
H -1.114 2.525 -0.638 0.2 -0.1 0.1
H -1.821 3.080 -1.863 0.1 0.2 0.2
H 2.812 -0.094 2.517 0.0 0.0 -0.1
H 1.641 -0.610 1.697 0.1 0.0 0.0
H -0.913 -4.344 3.177 0.1 0.0 -0.1
H -0.918 -4.021 1.692 0.1 0.1 0.1
H 0.846 -3.095 -3.858 0.1 -0.2 -0.1
H 0.459 -2.104 -4.944 0.0 -0.1 -0.1
H -1.092 1.219 3.590 -0.1 0.1 0.0
H -0.253 2.418 3.179 0.0 0.0 -0.2
O -0.750 0.221 -0.935 0.0 -0.1 -0.2
O 0.371 3.717 -2.204 1.7 0.3 -1.5
O 3.515 -3.339 -2.607 -0.2 0.1 0.1
O -0.641 -1.677 2.572 0.1 0.3 0.1
O -2.230 3.233 1.352 -0.9 0.5 0.8
O -1.465 3.343 -1.007 -2.1 -0.5 0.4
O 2.332 0.062 1.696 0.0 -0.1 0.1
O -0.379 -4.428 2.380 -0.2 -0.4 0.0
O 0.397 -3.037 -4.710 0.0 0.2 0.2
O -0.782 1.700 2.814 0.4 -0.7 0.6
```
Positions in Å, forces in eV/Å.

## Properties
Lowest unoccupied orbital energy (eV): -0.14
E (hartree): -764.30665
ΔE to the lowest compared entry with this formula, charge and spin (kcal per mole): 109.98


[4]
Formula: C45H38ClNO3P2PbTe
Source: OMol25
Level of theory: ωB97M-V/def2-TZVPD

```
92
Properties=species:S:1:pos:R:3:forces:R:3
Pb 0.134 0.003 0.131 0.2 0.1 0.5
C 2.754 -1.382 1.612 0.0 -0.2 0.1
C 1.553 -2.043 1.856 0.1 -0.3 0.3
C 0.714 -1.611 2.882 0.1 -0.1 -0.1
C 1.056 -0.496 3.634 -0.1 0.0 0.0
C 2.251 0.168 3.383 0.1 0.1 0.0
C 3.109 -0.287 2.390 -0.1 0.1 -0.1
H 3.441 -1.754 0.862 0.0 0.0 0.0
H 1.291 -2.936 1.302 0.0 0.1 -0.1
H -0.189 -2.167 3.105 -0.1 0.1 0.0
H 0.406 -0.165 4.434 0.0 0.0 0.0
H 2.537 1.024 3.979 0.0 0.0 0.0
H 4.058 0.205 2.238 0.1 0.1 -0.1
Te 1.586 3.861 -2.715 0.2 -0.3 0.4
C 2.999 3.433 -1.157 -0.4 0.1 -0.4
C 4.164 2.725 -1.397 0.1 0.0 0.0
C 4.996 2.461 -0.312 -0.1 0.0 -0.2
N 4.721 2.859 0.922 0.2 -0.1 0.4
C 3.620 3.568 1.135 -0.1 0.0 -0.2
C 2.719 3.882 0.125 0.1 0.0 0.1
C 0.270 2.297 -2.122 0.1 -0.1 0.2
P 0.457 0.561 -2.577 0.0 0.7 -1.0
C -0.298 0.489 -4.245 0.0 -0.2 0.2
C -0.669 1.646 -4.926 0.1 -0.1 0.0
C -1.137 1.560 -6.229 0.0 0.0 0.0
C -1.236 0.324 -6.853 0.0 0.0 0.0
C -0.869 -0.828 -6.172 0.0 -0.1 0.0
C -0.405 -0.751 -4.869 0.0 0.1 0.0
C 2.177 0.113 -2.961 -0.2 -0.2 0.3
C 2.733 -0.945 -2.239 -0.1 0.2 0.0
C 3.994 -1.426 -2.553 0.1 -0.1 0.0
C 4.706 -0.855 -3.596 0.0 0.0 0.1
C 4.150 0.186 -4.331 0.0 0.0 0.0
C 2.886 0.664 -4.027 0.0 0.0 0.0
P -0.893 2.539 -0.833 -0.2 0.6 -0.3
C -2.503 1.723 -1.097 0.3 0.0 0.0
C -3.264 1.541 0.061 0.1 -0.1 -0.1
C -4.538 1.011 -0.031 0.0 -0.1 0.1
C -5.046 0.643 -1.269 0.0 0.0 0.0
C -4.284 0.810 -2.415 0.0 0.0 -0.1
C -3.009 1.350 -2.339 -0.1 0.1 0.1
C -1.227 4.308 -0.655 0.0 -0.2 0.0
C -1.707 5.006 -1.763 -0.1 0.0 0.2
C -1.922 6.369 -1.665 0.0 0.0 -0.1
C -1.668 7.031 -0.469 0.0 0.0 0.0
C -1.222 6.328 0.640 0.0 0.1 0.0
C -0.999 4.961 0.550 0.0 -0.1 -0.1
H 4.440 2.400 -2.390 0.0 -0.1 0.0
H 5.920 1.909 -0.449 0.0 0.0 0.0
H 3.450 3.913 2.150 0.0 0.0 0.0
H 1.850 4.492 0.335 0.0 0.0 0.0
H -0.595 2.613 -4.446 0.0 0.0 0.0
H -1.418 2.461 -6.758 0.0 0.0 0.0
H -1.598 0.260 -7.870 0.0 0.0 0.0
H -0.943 -1.790 -6.661 0.0 0.0 0.0
H -0.119 -1.652 -4.338 0.0 0.0 0.0
H 2.157 -1.412 -1.445 0.1 -0.1 0.0
H 4.414 -2.259 -2.004 0.0 0.0 0.0
H 5.686 -1.234 -3.850 0.0 0.0 0.0
H 4.700 0.612 -5.160 0.0 0.0 0.0
H 2.449 1.453 -4.624 0.0 0.0 0.0
H -2.858 1.831 1.025 -0.1 0.0 0.0
H -5.133 0.883 0.864 0.0 0.0 0.0
H -6.039 0.221 -1.344 0.0 0.0 0.0
H -4.681 0.521 -3.379 0.0 0.0 0.0
H -2.431 1.489 -3.239 0.0 0.0 0.0
H -1.916 4.482 -2.689 0.0 0.0 0.0
H -2.291 6.919 -2.520 0.0 0.0 0.0
H -1.826 8.099 -0.403 0.0 0.0 0.0
H -1.048 6.843 1.575 0.0 0.0 0.0
H -0.652 4.404 1.412 0.0 0.0 0.0
C 0.413 -5.713 2.396 -0.1 0.0 -0.1
C -1.021 -5.337 2.609 0.3 -0.2 0.4
C -1.653 -5.645 3.787 0.2 0.0 -0.1
C -3.003 -5.328 3.981 0.0 -0.1 0.4
Cl -3.767 -5.754 5.432 0.1 0.1 -0.3
C -3.739 -4.653 2.980 -0.1 0.2 -0.4
C -3.130 -4.319 1.808 -0.5 0.1 0.1
C -1.779 -4.672 1.589 0.2 0.1 -0.3
O -1.148 -4.432 0.467 -0.1 -0.4 0.4
C -1.866 -3.927 -0.658 -0.3 0.6 -0.6
C -2.038 -2.389 -0.636 0.1 0.1 0.1
O -2.922 -1.887 -1.283 0.0 -0.2 -0.1
O -1.150 -1.787 0.094 0.0 -0.3 0.1
H 0.579 -6.735 2.735 0.0 0.0 0.0
H 1.064 -5.065 2.988 0.0 0.0 0.0
H 0.694 -5.640 1.350 0.1 0.0 0.0
H -1.104 -6.153 4.569 -0.1 0.0 0.0
H -4.779 -4.403 3.139 0.0 0.0 0.1
H -3.689 -3.772 1.061 0.0 0.0 0.0
H -2.838 -4.402 -0.775 0.1 -0.1 0.1
H -1.257 -4.169 -1.529 0.0 -0.1 0.1
```
Positions in Å, forces in eV/Å.

## Properties
Lowest unoccupied orbital energy (spin up / spin down) (eV): -6.54 / -8.66
E (hartree): -3621.25015
ΔE to the lowest compared entry with this formula, charge and spin (kcal per mole): 46.50
Charge: +2


> Number 1 is which compound?

C28H32N2O6S